{"formula": "C2H4N2O2", "method": "the ωB97M-V functional and the def2-TZVPD basis", "species": ["N", "H", "O", "H", "H", "N", "O", "C", "C", "H"], "xyz": [[0.706169, 1.115693, 0.976877], [-2.478545, -0.810759, -1.782990], [1.775008, 1.069948, 0.192697], [2.495675, 1.842933, 0.579030], [1.065633, -1.364666, -0.094746], [-0.749725, -1.189844, -1.014022], [-1.903529, -0.403009, -0.894196], [0.051094, -0.822149, -0.197353], [-0.138565, 0.243523, 0.786889], [-0.823215, 0.318331, 1.447813]], "atomic_forces_ev_per_a": [[1.37, 2.95, 2.16], [2.25, 2.01, 4.05], [4.64, 2.96, 0.04], [-3.35, -3.28, -1.56], [-1.72, 0.78, -0.59], [-3.21, -1.41, -3.11], [-3.00, -2.13, -4.69], [5.44, -0.03, 3.90], [2.99, -1.82, -4.13], [-5.40, -0.05, 3.94]], "e_lumo_ev": 0.66, "gap_ha": 0.3877, "spin_multiplicity": 1, "e_above_lowest_kcal_mol": 155.6, "charge": 0}